Computed, not measured: C31H36INbO20P as an isolated structure at a distorted geometry, with ωB97M-V/def2-TZVPD.

```
! wB97M-V def2-TZVPD RIJCOSX def2/J DEFGRID3
* xyz -1 1
C 2.0581 -4.6708 2.2279
C 1.8240 -4.4402 0.7410
O 3.0447 -4.1871 0.0236
C 3.2699 -2.8285 -0.3471
C 3.2266 -1.8342 0.8144
C 1.9030 -1.1313 1.1291
C 1.2090 -0.4794 -0.0775
C 0.1034 -1.3301 -0.7126
Nb -1.7631 -1.7358 0.3530
I -2.9175 -2.5797 -2.0341
P -4.1760 -1.3541 1.4777
O -4.2435 -2.4121 2.5372
O -5.4852 -1.4323 0.4939
O -4.5182 0.1230 2.1098
H 1.3701 -5.4236 2.6180
H 3.0783 -5.0294 2.3880
H 1.9253 -3.7555 2.8096
H 1.1211 -3.6206 0.5755
H 1.3689 -5.3273 0.2892
H 2.5727 -2.5470 -1.1466
H 4.2704 -2.8371 -0.7831
H 3.9721 -1.0602 0.5940
H 3.5924 -2.3607 1.7040
H 1.2005 -1.8077 1.6275
H 2.1246 -0.3602 1.8726
H 0.7771 0.4733 0.2266
H 1.9834 -0.2501 -0.8298
H 0.4467 -2.3578 -0.9239
H -0.1868 -0.8776 -1.6657
H -1.8276 0.0980 0.2991
H -1.1080 -1.3170 1.9303
H -1.3260 -3.3723 1.0838
H -5.9146 -2.2803 0.6681
H -4.2505 0.1187 3.0367
C -0.2381 2.6893 1.9021
C -0.4690 3.9998 2.0583
C -0.5690 4.6637 3.4269
O -0.7783 5.8728 3.4090
C -0.4364 3.8772 4.6149
C -0.2107 2.5590 4.4668
C -0.0793 1.8930 3.0948
O 0.1446 0.6992 3.1226
O -0.0751 1.6984 5.4520
O -0.6376 4.8571 1.0599
H -0.1840 2.2015 0.9387
H -0.5340 4.3575 5.5776
H 0.0661 0.8275 5.0118
H -0.7799 5.7294 1.4806
C -4.8907 8.3335 1.9897
C -4.0384 7.5164 2.6402
C -4.4961 6.1994 3.2963
O -3.6152 5.5686 3.8517
C -5.8803 5.8178 3.2174
C -6.7183 6.6400 2.5662
C -6.2660 7.9458 1.9103
O -7.1542 8.5743 1.3511
O -8.0127 6.4282 2.4149
O -2.7554 7.7531 2.7722
H -4.5792 9.2583 1.5256
H -6.1999 4.8940 3.6777
H -8.3372 7.1945 1.8922
H -2.3394 7.0010 3.2583
C -1.0521 2.4444 -3.9276
C -1.0853 2.9118 -5.1847
C 0.1275 2.8848 -6.1159
O -0.0664 3.3402 -7.2339
C 1.3717 2.3487 -5.6422
C 1.4100 1.8779 -4.3832
C 0.1925 1.9004 -3.4530
O 0.3922 1.4353 -2.3462
O 2.4691 1.3523 -3.8048
O -2.1489 3.4423 -5.7640
H -1.9058 2.4516 -3.2648
H 2.2259 2.3357 -6.3037
H 2.1689 1.0897 -2.9034
H -1.8564 3.6738 -6.6721
C 5.2654 -6.4854 -3.9471
C 5.7378 -7.7361 -4.0087
C 5.4274 -8.7802 -2.9421
O 5.9183 -9.8856 -3.1408
C 4.6204 -8.4098 -1.8237
C 4.1416 -7.1473 -1.7409
C 4.4279 -6.1057 -2.8251
O 3.9281 -5.0094 -2.6888
O 3.4038 -6.7495 -0.7395
O 6.5068 -8.2153 -4.9766
H 5.4723 -5.7400 -4.7021
H 4.4124 -9.1478 -1.0618
H 3.1707 -5.7876 -0.7694
H 6.6626 -9.1523 -4.7235
*
```

The calculation puts the LUMO energy at 0.18 eV. The calculation puts the gap between HOMO and LUMO at 5.7 eV. The HOMO energy is -5.5414 eV.

In the Mulliken picture, each atom carries the following charge in e:
1 C -1.3986
2 C 0.8759
3 O -0.5924
4 C -0.4886
5 C -1.4357
6 C -0.0761
7 C 2.2559
8 C -1.8297
9 Nb -1.1123
10 I -0.3429
11 P 0.8968
12 O -0.6861
13 O -0.5422
14 O -0.5356
15 H 0.3650
16 H 0.3152
17 H 0.2893
18 H -0.5979
19 H 0.5583
20 H 0.2896
21 H 0.4417
22 H 0.4370
23 H 0.5140
24 H 0.1932
25 H 0.1972
26 H -1.4246
27 H -0.2012
28 H 0.8607
29 H 0.7323
30 H 0.2370
31 H 0.2111
32 H 0.0513
33 H 0.3116
34 H 0.2943
35 C -1.0314
36 C 0.3635
37 C 1.1104
38 O -0.8338
39 C -1.1309
40 C 0.2298
41 C 1.0184
42 O -0.5991
43 O -0.6338
44 O -0.6318
45 H 0.6293
46 H 0.4792
47 H 0.3991
48 H 0.3759
49 C -0.9775
50 C 0.4407
51 C 1.0109
52 O -0.5516
53 C -1.1565
54 C 0.3288
55 C 1.1546
56 O -0.6635
57 O -0.5905
58 O -0.5525
59 H 0.4373
60 H 0.4553
61 H 0.3863
62 H 0.3548
63 C -1.0758
64 C 0.2842
65 C 1.1297
66 O -0.6663
67 C -1.0191
68 C 0.3234
69 C 0.9120
70 O -0.4068
71 O -0.6256
72 O -0.6032
73 H 0.5383
74 H 0.4419
75 H 0.3667
76 H 0.3796
77 C -1.1836
78 C 0.3205
79 C 1.1929
80 O -0.6780
81 C -0.9368
82 C 0.4383
83 C 0.8783
84 O -0.5179
85 O -0.4286
86 O -0.6035
87 H 0.4379
88 H 0.4491
89 H 0.3837
90 H 0.3837

=====

Computed, not measured: C31H36N2O5 as an isolated structure at a distorted geometry, with ωB97M-V/def2-TZVPD.

```
! wB97M-V def2-TZVPD RIJCOSX def2/J DEFGRID3
* xyz 0 1
C 3.6079 4.8859 1.8652
O 3.6362 3.7582 2.7730
C 2.7762 2.7297 2.5322
C 2.7950 1.6653 3.4683
C 2.0330 0.5429 3.2229
C 1.2488 0.4395 2.0646
C 0.9354 -0.9563 1.6168
C -0.4020 -1.5514 2.1054
C -1.4767 -0.9706 1.2834
O -1.3448 -0.8567 0.0659
O -2.6572 -0.5525 1.8248
C -2.6722 -0.0942 3.2295
C -2.0725 1.3032 3.3808
C -4.1743 -0.1468 3.5763
O -1.9438 -1.0705 4.0183
C -0.6250 -1.2658 3.5512
O 0.2806 -1.2321 4.3666
C 1.1463 1.5353 1.1933
C 1.9034 2.6800 1.4228
H 4.3451 5.5695 2.2798
H 3.8976 4.5835 0.8511
H 2.6176 5.3598 1.8508
H 3.4478 1.6887 4.3388
H 2.0974 -0.3220 3.8920
H 0.8639 -0.9315 0.5253
H 1.8151 -1.6084 1.8981
H -1.0518 1.3752 3.0021
H -2.7018 2.0178 2.8338
H -2.0645 1.5966 4.4405
H -4.5638 -1.1310 3.2965
H -4.3539 0.0410 4.6479
H -4.7103 0.6138 2.9722
H 0.5374 1.4451 0.2783
H 1.8609 3.5042 0.7084
C 2.6896 -3.5859 7.5861
N 3.2837 -4.0195 6.3398
C 4.6877 -4.4698 6.4649
C 2.5550 -4.0773 5.1687
C 3.1465 -3.9781 3.8684
C 2.3322 -3.7858 2.7577
C 0.9289 -3.7231 2.8457
C -0.0078 -3.3841 1.7464
C -1.0370 -4.3175 1.3312
C -1.9898 -3.9422 0.3031
C -2.9872 -4.7977 -0.0567
C -2.9859 -6.1681 0.3443
N -3.8601 -7.0510 -0.2480
C -3.7594 -8.4632 0.0059
C -5.0139 -6.5752 -0.9556
C -2.0044 -6.5729 1.3142
C -1.0333 -5.6895 1.7327
C 0.3646 -4.0110 4.1207
C 1.1493 -4.2171 5.2557
H 2.0689 -2.6853 7.4006
H 2.0379 -4.3763 8.0094
H 3.5057 -3.3660 8.3044
H 5.2614 -4.3368 5.5254
H 5.1454 -3.8727 7.2617
H 4.7599 -5.5314 6.7677
H 4.2383 -3.9687 3.7738
H 2.7842 -3.6751 1.7791
H 0.3818 -2.8608 0.8280
H -1.8916 -2.9533 -0.2025
H -3.7852 -4.3939 -0.6902
H -2.7613 -8.8739 -0.2342
H -3.9858 -8.7501 1.0526
H -4.4851 -8.9512 -0.6385
H -4.7427 -5.7262 -1.6030
H -5.3781 -7.3912 -1.5675
H -5.8092 -6.2437 -0.2590
H -2.0030 -7.5907 1.7307
H -0.1791 -6.0111 2.3414
H -0.7367 -4.0363 4.2053
H 0.6742 -4.4429 6.2259
*
```

The calculation puts the LUMO energy at 0.35 eV. Its energy above the lowest of the compared OMol25 structures with the same formula, charge and spin is 0.0 kJ/mol. The calculation puts the gap between HOMO and LUMO at 7.6 eV. The HOMO energy is -7.2145 eV.

In the Mulliken picture, each atom carries the following charge in e:
1 C -0.8335
2 O -0.4433
3 C 0.9156
4 C -0.8823
5 C -0.3347
6 C -0.6812
7 C -1.1045
8 C 3.1810
9 C -0.5901
10 O -0.6670
11 O -0.3190
12 C 1.2544
13 C -0.9682
14 C -1.7173
15 O -0.4034
16 C -0.5420
17 O -0.5129
18 C -0.0100
19 C -0.7031
20 H 0.2426
21 H 0.3355
22 H 0.3321
23 H 0.4234
24 H 0.2817
25 H 0.8523
26 H 0.0107
27 H -0.0456
28 H 0.3953
29 H 0.3571
30 H 0.4228
31 H 0.3850
32 H 0.3464
33 H 0.4122
34 H 0.3600
35 C -0.9783
36 N 0.1230
37 C -0.8611
38 C 1.1578
39 C -1.1333
40 C -0.0353
41 C 0.2552
42 C -0.2666
43 C -0.0214
44 C -1.3403
45 C -0.4645
46 C 1.3920
47 N 0.0992
48 C -0.9902
49 C -0.9555
50 C -0.6927
51 C -0.7978
52 C -0.4243
53 C -0.6666
54 H 0.2804
55 H 0.2957
56 H 0.3160
57 H 0.2849
58 H 0.2921
59 H 0.2862
60 H 0.1449
61 H 0.4762
62 H 0.6108
63 H 0.4120
64 H 0.1270
65 H 0.3620
66 H 0.3201
67 H 0.2535
68 H 0.3038
69 H 0.3117
70 H 0.3084
71 H 0.3227
72 H 0.4632
73 H 0.4137
74 H 0.2646

=====

Computed, not measured: the molecule C31H36N2O6S at a distorted geometry, with ωB97M-V/def2-TZVPD.

```
! wB97M-V def2-TZVPD RIJCOSX def2/J DEFGRID3
* xyz 0 1
C 1.4494 3.6514 3.9312
C 1.7957 3.6186 2.4481
O 2.0173 2.2162 2.0360
C 2.1759 2.1843 0.6966
O 2.4268 3.2769 0.0748
C 1.8343 0.7624 0.0458
C 0.4097 0.6518 -0.5499
C -0.0978 -0.1727 -1.6901
C -1.4583 -0.3432 -2.0872
C -1.8301 -1.0746 -3.2151
C -0.8546 -1.7377 -4.0210
N -1.1503 -2.5638 -5.1038
C -0.2919 -3.7494 -5.2188
C -0.5226 -4.5175 -6.5180
O -1.9075 -4.7147 -6.7806
C -2.6090 -3.4615 -6.8695
C -2.5455 -2.6945 -5.5401
C 0.4992 -1.4888 -3.6863
C 0.8602 -0.6569 -2.6118
C -0.6229 0.8822 0.4918
C -0.9765 2.1786 0.9274
C -2.0338 2.3684 1.8481
C -2.7104 1.2565 2.4424
N -3.6464 1.3682 3.4766
C -3.4945 0.4326 4.6057
C -4.6394 0.4960 5.6154
O -5.0269 1.8423 5.8842
C -5.4178 2.5629 4.7191
C -4.2210 2.7135 3.7727
C -2.3571 -0.0510 1.9660
C -1.3922 -0.1938 0.9431
S 3.6403 0.2973 -0.5790
O 3.4864 -0.8920 -1.4426
O 4.2428 1.5120 -1.0927
C 5.0736 -0.3031 0.5149
C 6.2648 0.4581 0.5962
C 7.4186 -0.1579 1.1437
C 7.4544 -1.4967 1.5463
C 6.2890 -2.2371 1.3432
C 5.1083 -1.6836 0.7926
H 1.2494 4.6921 4.2622
H 0.5256 3.0759 4.1191
H 2.2466 3.2276 4.5544
H 0.9623 4.0797 1.8645
H 2.7035 4.2390 2.2947
H 1.8784 0.0170 0.8652
H 0.9066 1.5574 -1.0391
H -2.2843 0.1221 -1.5143
H -2.8992 -1.2115 -3.4784
H 0.7493 -3.4523 -5.2172
H -0.4438 -4.4733 -4.3867
H -0.0452 -3.9858 -7.3567
H -0.1297 -5.5436 -6.4366
H -2.2035 -2.8316 -7.6797
H -3.6490 -3.7437 -7.0807
H -3.1760 -3.2091 -4.7903
H -2.9328 -1.6741 -5.7097
H 1.3237 -1.9263 -4.2824
H 1.9073 -0.4579 -2.4580
H -0.5601 3.0873 0.4601
H -2.3259 3.4057 2.1804
H -2.5504 0.6045 5.1531
H -3.4751 -0.5870 4.2063
H -5.4951 -0.0675 5.2398
H -4.2965 0.1208 6.5819
H -5.6992 3.5607 5.0757
H -6.2278 2.0621 4.1813
H -3.4530 3.3711 4.2188
H -4.5505 3.1269 2.8201
H -2.9151 -0.9256 2.3337
H -1.2818 -1.1879 0.5075
H 6.3111 1.4927 0.2391
H 8.3265 0.4393 1.2505
H 8.3352 -1.9386 1.9893
H 6.2795 -3.2909 1.6084
H 4.2486 -2.3149 0.5683
*
```

The calculation puts the LUMO energy at -0.04 eV. Its energy above the lowest of the compared OMol25 structures with the same formula, charge and spin is 521.9 kJ/mol. The calculation puts the gap between HOMO and LUMO at 7.4 eV. Its SMILES is CCOC(=O)[C@@H](C(c1ccc(N2CCOCC2)cc1)c1ccc(N2CCOCC2)cc1)S(=O)(=O)c1ccccc1. The HOMO energy is -7.4175 eV.

In the Mulliken picture, each atom carries the following charge in e:
1 C -1.1947
2 C -0.0074
3 O -0.3333
4 C -0.0959
5 O -0.6311
6 C -0.2912
7 C 0.5800
8 C 0.5621
9 C -0.5454
10 C -0.7235
11 C 1.0011
12 N 0.0421
13 C -0.3443
14 C -0.6898
15 O -0.3585
16 C -0.7972
17 C -0.6662
18 C -0.6095
19 C -1.1201
20 C -0.2621
21 C -0.7242
22 C -0.5459
23 C 0.8296
24 N 0.0940
25 C -0.3203
26 C -0.6554
27 O -0.3686
28 C -0.7964
29 C -0.6173
30 C -0.9134
31 C -0.4015
32 S 1.6916
33 O -0.7107
34 O -0.7266
35 C 0.2854
36 C -0.4194
37 C -0.4400
38 C -0.5339
39 C -0.4895
40 C -0.3728
41 H 0.3780
42 H 0.2208
43 H 0.3273
44 H 0.2250
45 H 0.3617
46 H 0.5095
47 H 0.3054
48 H 0.3992
49 H 0.3445
50 H 0.1904
51 H 0.2393
52 H 0.3544
53 H 0.3196
54 H 0.3513
55 H 0.3544
56 H 0.3907
57 H 0.4448
58 H 0.2263
59 H 0.2137
60 H 0.7422
61 H 0.3063
62 H 0.2310
63 H 0.2184
64 H 0.3546
65 H 0.3127
66 H 0.3583
67 H 0.3669
68 H 0.3541
69 H 0.4602
70 H 0.3376
71 H 0.5444
72 H 0.4084
73 H 0.3424
74 H 0.4130
75 H 0.3353
76 H 0.3782